# 1
Formula: C33H71Ca2N2O12P
Source: the Open Molecules 2025 dataset
Level of theory: ωB97M-V/def2-TZVPD

Each line ends with the Mulliken charge.
CARTESIAN COORDINATES (ANGSTROEM)
Ca (-3.6788, -17.2903, 9.0287)  1.416
Ca (-1.9395, -16.3693, 13.6048)  1.467
P (-0.1420, -18.0036, 10.4938)  0.793
O (0.4672, -19.4299, 10.5565)  -0.727
O (0.2826, -17.0105, 11.5986)  -0.722
O (-1.5622, -18.2966, 11.0922)  -0.754
O (-0.6916, -17.4933, 9.1399)  -0.702
O (-5.8016, -12.8332, 11.9212)  -0.333
C (-4.7568, -13.5877, 12.3256)  0.604
O (-4.3901, -14.5356, 11.6130)  -0.716
O (-4.0484, -13.4138, 13.3228)  -0.688
H (-5.8802, -12.0618, 12.4873)  0.266
C (-11.5504, -9.7475, 11.0658)  -0.457
C (-12.9253, -9.5824, 11.6912)  -0.477
C (-13.3635, -11.0500, 11.8050)  -0.478
O (-12.1726, -11.7061, 12.1208)  -0.390
C (-11.1115, -11.2339, 11.2617)  -0.358
H (-10.7758, -9.1032, 11.4818)  0.221
H (-11.6248, -9.4759, 10.0128)  0.280
H (-13.5030, -9.0711, 10.9212)  0.243
H (-13.0395, -9.1850, 12.6998)  0.318
H (-13.7797, -11.5314, 10.9200)  0.293
H (-14.0834, -11.0494, 12.6235)  0.316
H (-11.0038, -11.7612, 10.3138)  0.255
H (-10.1576, -11.1854, 11.7869)  0.236
C (0.7693, -12.1210, 10.4113)  -0.411
C (-0.1514, -10.9262, 10.4733)  -0.383
C (-0.0184, -10.3480, 11.8739)  -0.466
O (1.3032, -10.6728, 12.2418)  -0.413
C (1.4906, -12.0240, 11.7387)  -0.464
H (1.4958, -11.9387, 9.6195)  0.200
H (0.2213, -13.0462, 10.2326)  0.322
H (-1.2009, -11.1588, 10.2930)  0.240
H (0.1342, -10.1673, 9.7449)  0.271
H (-0.7798, -10.6967, 12.5716)  0.258
H (-0.1133, -9.2625, 11.8475)  0.300
H (1.1438, -12.7000, 12.5203)  0.234
H (2.5413, -12.2691, 11.5830)  0.315
C (-6.6512, -6.7455, 13.7306)  -0.449
C (-5.2038, -7.0869, 13.3567)  -0.481
C (-5.1261, -8.5820, 13.3928)  -0.372
O (-6.4639, -9.0413, 13.7334)  -0.374
C (-7.1456, -7.9970, 14.4391)  -0.498
H (-7.2188, -6.5024, 12.8324)  0.216
H (-6.7657, -5.9836, 14.5016)  0.304
H (-4.4595, -6.6448, 14.0191)  0.315
H (-5.0383, -6.7694, 12.3272)  0.214
H (-4.5093, -8.9188, 14.2260)  0.252
H (-4.8093, -9.0447, 12.4581)  0.277
H (-6.9529, -7.9675, 15.5115)  0.246
H (-8.2318, -8.0182, 14.3510)  0.343
C (-8.8963, -14.5587, 15.2921)  -0.313
C (-8.8661, -14.9682, 16.7862)  -0.575
C (-7.8326, -16.0998, 16.8294)  -0.350
O (-8.1739, -16.8235, 15.6241)  -0.435
C (-8.5459, -15.8752, 14.5740)  -0.325
H (-8.1164, -13.8146, 15.1302)  0.128
H (-9.8376, -14.1750, 14.8986)  0.314
H (-9.8140, -15.3777, 17.1351)  0.262
H (-8.6352, -14.1420, 17.4585)  0.345
H (-7.9389, -16.7951, 17.6622)  0.310
H (-6.8107, -15.7206, 16.8162)  0.208
H (-9.3894, -16.2503, 13.9945)  0.275
H (-7.7062, -15.7803, 13.8855)  0.161
C (-5.0663, -10.1737, 19.2459)  -0.462
C (-5.1336, -10.6335, 20.6413)  -0.535
C (-4.7115, -12.0521, 20.6301)  -0.434
O (-5.2975, -12.4848, 19.3848)  -0.437
C (-5.3567, -11.4314, 18.4410)  -0.308
H (-4.1012, -9.7377, 18.9879)  0.288
H (-5.7773, -9.3662, 19.0710)  0.260
H (-6.0841, -10.4490, 21.1418)  0.276
H (-4.5089, -9.9666, 21.2356)  0.336
H (-5.0663, -12.6091, 21.4973)  0.293
H (-3.6396, -12.2495, 20.6468)  0.256
H (-6.3138, -11.4411, 17.9195)  0.217
H (-4.6141, -11.5731, 17.6559)  0.250
C (-6.5213, -8.2632, 8.0450)  -1.406
C (-7.0958, -6.8442, 7.8891)  -0.380
N (-6.5322, -6.1050, 6.7693)  0.007
C (-7.1303, -4.7630, 6.7336)  -0.452
C (-6.5973, -3.7654, 5.6251)  -1.333
C (-6.5557, -6.7127, 5.4329)  -0.780
C (-7.9431, -7.0268, 4.8800)  -1.006
H (-6.8860, -8.8121, 8.9132)  0.434
H (-5.4316, -8.2376, 8.0337)  0.342
H (-6.7674, -8.8774, 7.1788)  0.279
H (-8.1841, -6.8303, 7.8307)  0.370
H (-6.8060, -6.3912, 8.8372)  0.393
H (-8.2000, -4.8575, 6.5470)  0.356
H (-6.9418, -4.2752, 7.6900)  0.413
H (-6.9850, -2.7508, 5.7163)  0.401
H (-5.5225, -3.6124, 5.7230)  0.355
H (-6.7539, -4.0867, 4.5954)  0.280
H (-6.0006, -7.6473, 5.5133)  0.384
H (-5.9605, -6.1123, 4.7449)  0.391
H (-8.5240, -7.7067, 5.5033)  0.269
H (-7.8777, -7.5267, 3.9136)  0.412
H (-8.5501, -6.1337, 4.7318)  0.272
C (-7.0080, -15.4266, 6.8832)  -1.209
C (-5.8873, -14.4368, 6.9409)  -0.510
N (-4.5225, -14.9872, 6.6018)  0.242
C (-3.4596, -13.9749, 6.8507)  -0.712
C (-3.4695, -12.7781, 5.9378)  -1.215
C (-4.4723, -15.6172, 5.2647)  -0.521
C (-3.0247, -16.0959, 4.8660)  -1.177
H (-6.6111, -16.4022, 7.1640)  0.195
H (-7.4228, -15.5915, 5.8888)  0.331
H (-7.8045, -15.1487, 7.5735)  0.384
H (-6.1573, -13.6032, 6.2926)  0.209
H (-5.8486, -13.9829, 7.9312)  0.514
H (-2.4871, -14.4642, 6.9052)  0.492
H (-3.6322, -13.5894, 7.8556)  0.432
H (-4.4618, -12.4056, 5.6833)  0.276
H (-3.0603, -13.0381, 4.9616)  0.287
H (-2.8901, -11.9484, 6.3428)  0.406
H (-5.1411, -16.4772, 5.2987)  0.404
H (-4.8382, -14.8882, 4.5417)  0.332
H (-3.0368, -16.7235, 3.9748)  0.372
H (-2.2890, -15.3096, 4.6968)  0.267
H (-2.5676, -16.6635, 5.6765)  0.293

Force components x, y, z for each atom (eV/Å):
3.5 0.2 1.3
1.1 -0.6 -3.6
-1.5 -2.6 1.3
0.5 2.5 -0.8
1.1 1.7 0.4
-6.1 -0.5 2.5
0.4 1.3 -1.9
-0.1 0.0 0.0
2.5 -1.7 0.0
-1.2 -2.1 -3.0
-0.5 2.3 2.8
0.1 0.1 0.4
1.2 0.3 -0.4
-0.5 -0.9 -1.3
0.0 0.8 0.0
1.4 -1.5 0.4
-1.3 1.9 0.8
-0.1 0.2 0.1
0.1 -0.1 -0.1
-0.5 0.4 0.7
0.5 0.5 -0.3
-0.3 0.4 -0.3
0.1 -0.9 0.1
-0.3 -0.3 0.1
-0.2 -0.8 0.2
0.0 0.3 -0.1
-1.5 0.8 -0.3
0.3 0.7 -0.6
0.4 -0.9 -0.2
0.6 -0.1 0.8
-0.1 -0.4 -0.1
0.3 -0.1 0.1
0.0 -0.2 -0.2
0.0 0.0 0.0
0.0 -0.5 0.2
0.1 0.1 0.1
-0.4 -0.3 -0.1
0.2 0.5 0.4
0.1 0.1 1.2
0.0 0.9 -0.7
-1.0 -0.9 1.3
-0.5 -0.4 0.0
0.2 0.2 -1.4
-0.2 -0.1 0.2
0.3 0.7 -0.5
-0.1 0.1 -0.1
0.3 0.4 0.2
0.5 -0.1 -0.2
-0.2 -0.1 0.1
0.5 -0.2 0.1
0.0 -0.8 -0.3
0.4 -0.5 0.3
-0.1 0.1 0.4
-1.1 0.2 -1.1
0.2 0.2 -0.4
0.5 -0.2 0.9
-0.1 0.1 -0.1
0.0 0.1 0.4
-0.1 0.0 -0.2
0.1 0.1 -0.1
-0.1 0.1 0.0
0.2 0.0 -0.2
0.0 -0.3 0.3
0.1 0.2 0.0
-0.5 1.1 -1.5
0.7 1.9 2.5
-0.3 -0.5 -0.6
-0.1 -1.4 0.5
0.4 0.1 -0.2
0.2 -0.3 0.1
-0.2 -0.1 -0.2
-0.5 -0.6 -0.5
0.5 -0.2 0.2
-0.6 -0.3 -0.4
0.3 0.4 -0.4
-0.3 0.0 0.3
0.2 -0.1 0.0
-0.2 -0.1 -1.2
0.6 -0.9 0.1
0.6 1.3 -0.5
0.5 0.9 -1.1
0.6 -0.7 0.6
-0.1 -1.0 0.8
-0.2 0.1 -0.4
0.0 0.3 0.1
0.0 0.2 0.3
-0.2 -0.1 -0.1
-0.4 -0.3 0.2
-0.1 0.8 -0.2
-0.4 0.1 0.4
-0.3 -0.1 0.1
-0.5 -0.2 0.3
0.2 -0.3 0.1
-0.3 -0.1 0.1
0.0 -0.1 0.0
-0.2 0.2 0.1
0.1 0.0 0.3
0.2 0.1 -0.1
0.0 0.1 0.0
0.0 -0.9 -0.1
1.0 0.6 -0.4
-0.3 -0.4 1.1
-0.8 0.0 0.8
0.2 0.1 -1.2
1.3 0.3 0.2
-0.7 0.2 0.6
-0.1 -0.3 0.4
0.0 0.3 0.0
0.0 -0.1 -0.1
0.2 0.2 -0.4
0.3 -0.2 0.2
0.0 0.0 -0.3
-0.1 -0.2 0.2
-0.2 0.0 0.5
0.3 0.1 -0.1
0.0 -0.1 0.0
0.0 0.1 -0.3
-0.1 -0.1 -0.4
-0.2 0.0 0.1
-0.4 0.3 -0.1
-0.2 -0.3 0.1

Energy relative to the best compared isomer or geometry (same formula, charge and spin)   0.000 eV
E   -4008.690907 Eh
Charge   0
F_max   0.1294 Eh/bohr
Gap between HOMO and LUMO   3.5 eV

---

# 2
Formula: C33H71N5O5
Source: the Open Molecules 2025 dataset
Level of theory: ωB97M-V/def2-TZVPD

Each line ends with the Mulliken charge.
CARTESIAN COORDINATES (ANGSTROEM)
C (-1.5970, -1.6539, -0.0026)  0.142
O (-0.6134, -1.1047, -0.4454)  -1.305
N (-1.4632, -2.5779, 0.9805)  0.413
C (-2.6242, -3.1248, 1.6743)  -1.230
C (-0.1813, -3.0184, 1.4714)  -0.955
H (-2.6629, -1.5075, -0.2367)  0.523
H (-2.8856, -4.1014, 1.2668)  0.317
H (-3.5408, -2.5649, 1.4880)  0.424
H (-2.4672, -3.2858, 2.7408)  0.672
H (-0.1046, -2.7949, 2.5355)  0.546
H (-0.0053, -4.0604, 1.2041)  0.448
H (0.6970, -2.7378, 0.8901)  -0.131
C (1.3883, 1.7534, 1.8799)  -0.153
O (0.8811, 0.8511, 2.5687)  -0.017
N (1.2419, 1.8471, 0.5551)  1.567
C (1.5964, 3.0832, -0.2195)  -1.045
C (0.4683, 0.8051, -0.1752)  -3.587
H (1.8626, 2.6637, 2.2782)  0.349
H (2.4572, 3.6016, 0.2027)  0.415
H (0.7810, 3.7725, 0.0001)  0.357
H (1.6699, 2.8423, -1.2800)  0.365
H (0.1476, -0.0946, 0.3500)  0.358
H (-0.4830, 1.3281, -0.2726)  1.996
H (0.7632, 0.5270, -1.1870)  -0.047
C (6.3967, 0.5933, -1.8905)  -1.840
C (4.8941, 0.4434, -1.5138)  1.585
C (4.0453, 1.2088, -2.5138)  -2.078
C (2.5890, 0.8893, -2.4958)  0.742
C (2.2827, -0.5589, -2.2065)  -0.007
C (2.8790, -1.2851, -1.0692)  3.162
N (4.3987, -0.9078, -1.2358)  0.108
O (5.3039, -1.5694, -0.3433)  -0.516
C (2.4007, -0.8659, 0.3030)  -0.911
C (2.6789, -2.7924, -1.1090)  -2.396
C (4.8563, 1.3051, -0.1565)  -1.249
H (6.9425, 0.2694, -1.0043)  0.371
H (6.6187, 1.6299, -2.1441)  0.390
H (6.7246, 0.0229, -2.7595)  0.436
H (4.0672, 2.2865, -2.3523)  0.557
H (4.5165, 1.1628, -3.4957)  0.379
H (2.0876, 1.2991, -3.3726)  0.420
H (2.1220, 1.3564, -1.6287)  -1.383
H (2.4157, -1.1803, -3.0921)  0.549
H (1.2395, -0.6687, -1.9102)  -0.614
H (3.0307, -1.4543, 0.9700)  0.965
H (2.5431, 0.1659, 0.6242)  -0.252
H (1.3122, -0.8696, 0.3607)  -0.752
H (1.6106, -2.9997, -1.1718)  0.286
H (3.0124, -3.2398, -2.0453)  0.496
H (3.2249, -3.3812, -0.3719)  0.317
H (5.1610, 0.6903, 0.6904)  0.253
H (3.8955, 1.7843, 0.0313)  -0.019
H (5.4428, 2.2233, -0.1886)  0.500
H (4.9546, -1.2505, 0.4921)  0.402
C (-3.5524, 2.0406, 3.2910)  -1.455
C (-2.1913, 2.1496, 4.0371)  1.425
C (-2.3196, 2.0867, 5.6431)  -1.125
C (-2.3018, 0.7103, 6.1305)  -0.913
C (-1.1827, -0.2763, 5.5108)  -1.496
C (-1.1779, -0.2957, 3.9614)  1.912
N (-1.2738, 1.1673, 3.5528)  0.009
O (-0.9954, 1.2913, 2.1800)  -0.813
C (0.3610, -0.7723, 3.7462)  -1.642
C (-2.2710, -1.2988, 3.3568)  -1.815
C (-1.6174, 3.5847, 3.8050)  -2.020
H (-3.6620, 1.0575, 2.8330)  0.170
H (-3.6710, 2.7760, 2.4953)  0.390
H (-4.5294, 2.2354, 3.7331)  0.325
H (-1.5464, 2.6631, 6.1510)  0.418
H (-3.1547, 2.7339, 5.9113)  0.448
H (-3.2530, 0.1906, 6.0153)  0.309
H (-2.1639, 0.7411, 7.2113)  0.495
H (-1.1474, -1.2568, 5.9857)  0.432
H (-0.2808, 0.1800, 5.9188)  0.528
H (0.4259, -1.1510, 2.7262)  -0.390
H (0.9396, 0.1468, 3.8393)  0.694
H (0.7740, -1.5173, 4.4263)  0.425
H (-2.2087, -1.3750, 2.2713)  0.143
H (-1.9695, -2.3099, 3.6303)  0.590
H (-3.2903, -0.9764, 3.5693)  0.183
H (-2.2780, 4.3899, 4.1264)  0.435
H (-1.2798, 3.6608, 2.7714)  0.307
H (-0.6831, 3.8402, 4.3047)  0.452
H (-0.0942, 1.0995, 1.9106)  -0.465
C (-2.2593, -2.7322, -2.1696)  -2.140
C (-2.1353, -1.6618, -3.3166)  1.966
C (-3.5741, -1.1412, -3.6266)  -1.552
C (-3.7749, 0.1797, -4.3308)  -0.639
C (-2.8493, 1.1282, -3.6848)  -1.511
C (-1.2943, 0.7975, -3.5031)  0.991
N (-1.3781, -0.4949, -2.8038)  0.619
O (-0.0662, -0.8006, -2.3150)  0.030
C (-0.6627, 0.6905, -4.8904)  -1.616
C (-0.7259, 1.9587, -2.7021)  -0.862
C (-1.4969, -2.2481, -4.5916)  -1.667
H (-1.3348, -3.3022, -2.0764)  0.261
H (-3.0172, -3.4814, -2.3984)  0.601
H (-2.6414, -2.3484, -1.2236)  0.473
H (-3.9785, -1.8264, -4.3716)  0.280
H (-4.2915, -1.0772, -2.8084)  0.377
H (-4.8351, 0.4270, -4.2756)  0.378
H (-3.4770, 0.1749, -5.3793)  0.348
H (-3.4232, 1.1987, -2.7608)  0.355
H (-2.8871, 2.1020, -4.1730)  0.498
H (-0.0288, 1.5500, -5.1085)  0.440
H (0.0830, -0.1042, -4.9137)  0.301
H (-1.3762, 0.5495, -5.7023)  0.339
H (-1.5079, 2.3431, -2.0473)  0.395
H (0.0696, 1.5928, -2.0530)  0.948
H (-0.2166, 2.7258, -3.2855)  0.385
H (-1.9252, -1.7442, -5.4581)  0.415
H (-1.8317, -3.2614, -4.8135)  0.566
H (-0.4201, -2.4079, -4.5377)  0.037
H (-0.1216, -1.0578, -1.3917)  0.701

Force components x, y, z for each atom (eV/Å):
-0.6 -1.5 3.9
-4.7 -2.9 7.1
-0.5 0.0 -0.7
-0.9 -2.4 -1.7
0.7 -1.3 -0.7
0.7 1.7 1.0
0.3 -0.4 -0.3
0.3 0.4 0.2
-0.2 -0.3 -1.1
0.3 -0.5 -0.3
-0.9 -0.8 0.8
-0.4 1.5 0.3
1.4 1.6 -0.7
9.0 3.7 -3.2
0.9 -0.6 -1.0
-1.2 -0.1 1.7
-1.6 3.5 1.4
0.2 -0.4 0.4
0.4 -0.5 -0.2
-0.3 0.2 -0.6
0.1 0.5 0.5
1.2 2.3 1.0
-0.4 -0.3 -0.3
0.4 0.6 1.5
-0.5 -1.1 0.0
0.0 2.2 2.3
0.3 0.5 -0.8
-0.3 -0.8 1.2
-0.4 -1.4 -0.9
4.3 1.7 0.8
0.3 -1.6 -1.5
-1.1 0.4 -0.2
0.8 0.6 0.5
0.4 -0.4 -1.7
-0.6 0.3 -0.5
0.4 0.1 -0.3
-0.2 0.1 0.4
-0.2 -0.4 0.0
0.6 0.2 0.5
-0.3 -0.7 -0.4
-0.1 -0.4 -0.1
0.8 0.3 -0.5
0.0 0.0 -0.2
2.6 0.4 -1.2
-0.8 -0.4 0.7
0.9 -0.3 -0.7
1.4 -1.9 0.7
-0.2 0.0 0.7
0.3 0.4 -0.3
-0.4 0.4 0.5
0.0 0.3 0.1
-0.5 -0.8 0.1
0.8 -0.3 -0.2
0.5 -0.2 0.8
-0.8 0.1 -0.6
-0.6 1.7 1.5
0.5 1.0 -2.3
-0.2 -3.3 0.9
-1.3 2.4 0.9
0.8 0.2 1.6
2.6 -2.1 0.3
-8.9 1.8 -1.8
-2.0 -1.4 0.8
2.1 2.4 0.5
0.8 -0.3 -0.6
0.2 0.0 -0.1
0.8 -0.1 -0.5
0.3 -0.1 1.3
0.8 -0.2 -0.6
-0.7 -0.7 -0.1
-0.4 0.2 -0.2
0.1 -0.2 0.2
-0.7 -0.2 -0.3
0.5 0.1 -0.7
0.6 0.3 0.4
-0.2 -1.9 1.8
-0.9 -0.6 0.4
0.2 1.6 1.0
-0.3 1.0 1.4
0.0 -0.5 0.6
-0.5 -0.2 -0.4
-0.8 0.3 -0.3
0.1 -0.8 0.7
-2.1 -0.9 0.7
-0.4 -0.4 -1.7
-0.2 0.8 0.6
-0.6 -1.0 -1.3
1.8 -0.6 -1.6
0.0 2.0 0.7
-3.4 -0.8 -1.3
0.5 0.5 2.4
-1.8 0.2 -10.5
1.2 0.1 -0.1
0.7 -0.8 0.8
-0.9 -1.1 0.0
0.2 0.2 0.4
-0.1 -0.1 -0.7
0.2 -0.8 -2.0
-0.3 -0.8 0.5
0.5 -0.6 0.6
0.2 0.4 0.0
-0.4 -0.6 -0.4
1.2 0.8 1.1
-0.1 0.3 0.0
-0.4 0.4 -0.2
-0.3 -0.3 0.0
0.1 0.0 0.1
0.2 0.4 -0.1
-0.6 0.4 -0.7
-0.7 0.1 -0.4
0.9 0.5 -0.1
-0.5 -0.4 0.5
0.1 0.9 -0.1
0.0 -0.4 -1.6

Energy relative to the best compared isomer or geometry (same formula, charge and spin)   16.755 eV
E   -1949.133483 Eh
Charge   0
F_max   0.2075 Eh/bohr
Gap between HOMO and LUMO   7.5 eV